# 1
Molecular formula: C10H31CoN9O6
Method: DFT, the ωB97M-V functional and the def2-TZVPD basis

## Properties
⟨S²⟩	3.7549
E_HOMO (spin up / spin down)	-15.02 / -15.24	eV
gap between HOMO and LUMO (spin up / spin down)	10.556 / 10.507	eV
F_max	0.0790	hartree/bohr
E	-2726.32934	hartree

Geometry as ORCA input:
```
! RIJCOSX wB97M-V def2-TZVPD def2/J DEFGRID3
* xyz 2 4
Co -0.010 -0.430 -0.698
C 1.162 1.730 -2.754
O 0.232 0.877 -2.468
N 2.086 1.996 -1.760
N 1.319 2.338 -3.947
H 2.414 1.254 -1.176
H 2.838 2.615 -2.033
H 0.617 2.228 -4.676
H 2.082 3.024 -4.094
C -2.933 -0.325 -1.867
O -2.082 -0.799 -1.135
N -4.234 -0.684 -1.812
N -2.513 0.705 -2.743
H -4.639 -1.164 -1.038
H -4.915 -0.182 -2.400
H -1.678 1.149 -2.537
H -2.891 0.801 -3.643
C 2.793 -0.878 0.724
O 2.027 -0.129 0.046
N 3.833 -1.569 0.200
N 2.537 -0.883 2.012
H 4.356 -2.148 0.804
H 3.942 -1.766 -0.764
H 2.019 -0.060 2.309
H 3.231 -1.077 2.698
C -0.388 2.691 -0.019
O -0.729 1.504 -0.196
N -0.848 3.701 -0.811
N 0.521 3.018 0.962
H -0.917 4.634 -0.437
H -1.697 3.458 -1.312
H 1.002 3.904 1.004
H 0.691 2.334 1.708
C 0.187 1.698 4.377
O -0.056 1.057 3.101
C -0.983 -0.027 3.320
C -1.480 -0.652 2.040
N -0.426 -1.351 1.263
C -0.806 -2.710 0.853
C 0.212 -3.302 -0.097
O 0.470 -2.474 -1.224
C 0.239 -3.032 -2.576
H -0.311 1.212 5.181
H -0.282 2.688 4.198
H 1.234 1.722 4.621
H -1.807 0.298 3.956
H -0.554 -0.878 3.944
H -1.909 0.052 1.363
H -2.294 -1.338 2.267
H 0.390 -1.361 1.908
H -1.770 -2.680 0.307
H -0.779 -3.369 1.809
H -0.221 -4.273 -0.413
H 1.142 -3.578 0.402
H -0.821 -3.255 -2.756
H 0.793 -4.023 -2.683
H 0.604 -2.289 -3.307
*
```


# 2
Molecular formula: C10H32BrO6
Method: DFT, the ωB97M-V functional and the def2-TZVPD basis

## Properties
E_HOMO	-4.14	eV
gap between HOMO and LUMO	6.842	eV
F_max	0.0365	hartree/bohr
ΔE to the lowest compared entry with this formula, charge and spin	68.4	kcal/mol
E	-3425.62661	hartree

Geometry as ORCA input:
```
! RIJCOSX wB97M-V def2-TZVPD def2/J DEFGRID3
* xyz -1 1
Br -0.549 -1.687 -0.484
C 0.252 5.249 2.859
C -0.311 4.079 3.657
C -1.817 3.782 3.461
O 0.443 2.953 3.323
H 1.272 5.575 3.064
H -0.373 6.125 3.033
H 0.189 5.028 1.794
H -0.195 4.181 4.736
H -2.207 3.660 2.450
H -2.386 4.641 3.817
H -2.112 2.845 3.935
H -0.003 2.599 2.550
C 0.352 3.766 -6.259
C 0.554 2.778 -5.066
C 1.616 3.323 -4.079
O -0.632 2.630 -4.314
H 1.206 3.676 -6.930
H 0.275 4.816 -5.977
H -0.535 3.509 -6.837
H 0.850 1.799 -5.445
H 2.600 3.276 -4.547
H 1.702 2.713 -3.179
H 1.504 4.376 -3.821
H -0.488 1.905 -3.702
C -3.063 -6.368 -4.057
O -3.740 -5.185 -3.544
H -2.924 -6.938 -3.139
H -3.748 -6.895 -4.722
H -2.172 -6.103 -4.627
H -3.058 -4.641 -3.144
C 2.336 -4.904 3.833
O 1.818 -3.569 4.130
H 2.927 -4.713 2.937
H 2.994 -5.208 4.646
H 1.579 -5.674 3.684
H 1.268 -3.432 3.355
C 5.429 -0.369 0.198
O 4.360 -0.505 1.089
H 5.416 0.616 -0.269
H 6.357 -0.540 0.744
H 5.385 -1.104 -0.606
H 3.528 -0.472 0.612
C -4.395 -3.751 3.796
O -4.787 -3.388 2.433
H -4.084 -2.869 4.356
H -5.158 -4.289 4.359
H -3.480 -4.343 3.780
H -3.995 -2.951 2.112
*
```


# 3
Molecular formula: C10H32N6O5
Method: DFT, the ωB97M-V functional and the def2-TZVPD basis

## Properties
E_HOMO	-9.36	eV
gap between HOMO and LUMO	9.696	eV
F_max	0.1451	hartree/bohr
SMILES	COC[C@H](C)N.COC[C@H](C)N.NC(N)=O.NC(N)=O.O
E	-1104.88932	hartree

Geometry as ORCA input:
```
! RIJCOSX wB97M-V def2-TZVPD def2/J DEFGRID3
* xyz 0 1
C 3.388 -3.146 0.664
O 2.620 -3.261 1.801
C 3.153 -2.736 3.043
C 2.028 -2.832 4.127
C 2.462 -2.146 5.451
N 1.569 -4.181 4.410
H 2.716 -2.786 -0.115
H 3.806 -4.103 0.353
H 4.214 -2.439 0.734
H 4.052 -3.267 3.357
H 3.429 -1.687 2.928
H 1.162 -2.278 3.764
H 2.506 -1.065 5.320
H 3.417 -2.451 5.877
H 1.658 -2.417 6.136
H 1.358 -4.589 3.510
H 2.291 -4.807 4.737
C -4.342 -1.679 0.044
O -3.962 -0.336 0.266
C -2.609 0.032 0.282
C -2.572 1.475 0.895
C -3.275 2.499 -0.077
N -1.263 2.065 1.188
H -3.609 -2.334 0.514
H -4.309 -1.997 -0.998
H -5.311 -1.904 0.491
H -1.959 -0.678 0.794
H -2.171 0.085 -0.715
H -3.058 1.482 1.871
H -2.799 2.820 -1.003
H -3.389 3.473 0.399
H -4.267 2.161 -0.379
H -1.522 2.874 1.734
H -0.809 1.422 1.822
N -1.163 -2.249 -5.887
C -1.388 -3.491 -5.588
N -1.422 -4.162 -6.668
O -1.400 -4.046 -4.527
H -0.988 -1.571 -5.159
H -1.206 -1.984 -6.861
H -1.222 -3.820 -7.598
H -1.730 -5.117 -6.556
N 1.156 6.488 -1.197
C 1.212 7.650 -0.644
N 1.506 8.595 -1.516
O 0.898 7.844 0.528
H 0.902 5.651 -0.692
H 1.328 6.402 -2.189
H 1.185 9.536 -1.344
H 1.900 8.142 -2.329
O 1.785 1.434 -1.971
H 2.611 1.917 -1.944
H 1.435 1.509 -1.083
*
```


# 4
Molecular formula: C10H32O11
Method: DFT, the ωB97M-V functional and the def2-TZVPD basis

## Properties
E_HOMO	-9.85	eV
gap between HOMO and LUMO	9.964	eV
F_max	0.0301	hartree/bohr
ΔE to the lowest compared entry with this formula, charge and spin	8.9	kcal/mol
SMILES	OCCO.OCCO.OCCO.OCCO.OCCO.O
E	-1227.74974	hartree

Geometry as ORCA input:
```
! RIJCOSX wB97M-V def2-TZVPD def2/J DEFGRID3
* xyz 0 1
O -31.374 -10.958 27.457
C -30.867 -9.612 27.393
C -29.365 -9.551 27.429
O -28.800 -10.189 28.594
H -31.362 -11.212 28.384
H -31.216 -9.241 26.422
H -31.398 -8.957 28.090
H -29.023 -8.523 27.508
H -28.985 -10.060 26.541
H -29.378 -10.924 28.814
O -30.395 -5.894 23.624
C -29.678 -6.872 22.894
C -30.427 -8.181 22.824
O -30.398 -8.811 24.115
H -30.353 -6.149 24.551
H -29.585 -6.495 21.875
H -28.701 -7.069 23.342
H -29.958 -8.812 22.065
H -31.473 -8.004 22.572
H -30.050 -9.705 24.033
O -28.218 -13.522 27.867
C -28.470 -14.496 26.859
C -29.926 -14.759 26.633
O -30.538 -15.554 27.664
H -28.569 -13.810 28.715
H -28.054 -14.065 25.944
H -27.899 -15.412 27.043
H -30.073 -15.304 25.703
H -30.460 -13.803 26.614
H -30.156 -15.308 28.511
O -32.567 -12.032 21.980
C -32.994 -10.665 21.736
C -32.685 -10.424 20.286
O -31.295 -10.196 20.151
H -32.399 -12.153 22.922
H -34.070 -10.658 21.915
H -32.390 -10.003 22.352
H -33.261 -9.590 19.869
H -33.017 -11.321 19.752
H -30.945 -10.750 19.451
O -30.134 -13.171 21.158
C -29.435 -13.840 22.179
C -30.202 -14.965 22.810
O -31.441 -14.461 23.303
H -30.842 -12.634 21.550
H -28.533 -14.252 21.712
H -29.076 -13.137 22.943
H -29.638 -15.446 23.623
H -30.375 -15.792 22.107
H -32.084 -15.169 23.383
O -30.965 -11.781 24.617
H -30.847 -12.457 25.291
H -31.541 -11.134 25.038
*
```


Question: Which of these has the highest F_max?
Answer: C10H32N6O5